C61H91F5FeNO17 | wB97M-V/def2-TZVPD

```
176
Properties=species:S:1:pos:R:3:mulliken_charge:R:1
Fe -0.25 2.56 0.70 1.1833
C 2.19 1.22 4.22 -0.3533
C 1.07 2.22 3.86 -0.7548
O 0.77 2.18 2.45 0.1419
H 3.04 1.07 3.55 -0.4964
H 1.73 0.23 4.29 0.3139
H 2.76 1.51 5.10 0.4646
H 1.52 3.18 4.14 0.0473
H 0.23 2.03 4.52 0.2500
C -2.68 3.76 -2.60 -1.0081
C -2.48 4.26 -1.20 -0.2824
O -1.33 3.63 -0.64 -0.5395
H -3.64 4.15 -2.94 0.4264
H -2.87 2.69 -2.52 -0.0045
H -1.90 4.06 -3.29 0.3816
H -2.49 5.34 -1.16 0.2327
H -3.35 3.99 -0.59 -0.0896
C -0.37 -1.34 1.11 -0.8717
C 0.14 -0.59 -0.11 0.4333
O -0.18 0.78 -0.20 -0.8454
H -0.24 -2.39 0.82 0.4850
H -1.45 -1.20 1.12 -0.0700
H 0.05 -0.95 2.03 0.1735
H -0.34 -1.04 -0.99 -0.1690
H 1.20 -0.82 -0.12 -0.0676
C 6.25 -3.30 -0.52 -0.5708
N 5.14 -3.29 -1.50 0.9297
O 4.31 -4.22 -1.42 -0.5351
O 5.22 -2.43 -2.40 -0.5250
H 6.81 -4.23 -0.61 0.3435
H 5.68 -3.28 0.41 0.0563
H 6.85 -2.42 -0.77 0.2573
O 1.45 3.38 0.08 0.1487
C 2.60 3.60 -0.42 0.8442
O 3.73 3.09 0.01 -0.1744
C 3.67 2.55 1.38 0.4090
C 5.20 2.54 1.89 -1.3065
C 2.77 4.36 -1.71 -1.4197
H 3.21 1.56 1.34 0.0317
H 3.14 3.28 2.00 0.1388
H 5.63 3.53 2.04 0.3094
H 5.78 1.92 1.21 0.1986
H 5.33 1.99 2.83 0.4066
H 2.76 3.67 -2.56 0.2239
H 3.69 4.92 -1.85 0.4295
H 2.03 5.14 -1.92 0.3470
O 6.64 -1.69 5.32 -0.5856
C 6.80 -1.60 4.11 0.6679
O 5.85 -1.53 3.17 -0.0833
C 4.47 -1.67 3.51 0.2392
C 3.83 -2.17 2.19 -0.4175
C 8.16 -1.55 3.46 -1.0915
H 4.23 -0.64 3.76 0.0248
H 4.35 -2.44 4.27 -0.0229
H 4.06 -1.51 1.36 -0.2549
H 2.75 -2.20 2.29 0.4351
H 4.18 -3.18 1.97 0.2401
H 8.38 -2.49 2.97 0.2479
H 8.92 -1.33 4.21 0.3431
H 8.29 -0.70 2.79 0.2987
O 2.60 -4.86 -4.12 -0.6669
C 1.84 -4.24 -3.37 0.8104
O 1.36 -3.05 -3.54 0.0214
C 1.57 -2.36 -4.75 -0.6209
C 0.29 -1.59 -5.07 -0.7658
C 1.28 -4.80 -2.08 -0.7359
H 1.89 -3.00 -5.57 0.4625
H 2.40 -1.65 -4.69 0.1814
H 0.02 -0.78 -4.39 0.0829
H -0.61 -2.21 -5.00 0.3274
H 0.31 -1.17 -6.08 0.4394
H 2.11 -4.80 -1.37 0.2254
H 0.92 -5.82 -2.22 0.3105
H 0.62 -4.06 -1.63 0.0539
O -0.25 4.81 1.91 -0.1871
C -0.21 5.99 1.78 0.7700
O 0.86 6.73 1.99 -0.3336
C 2.04 6.13 2.36 0.9079
C 3.04 7.18 2.78 -1.5126
C -1.36 6.85 1.46 -1.4821
H 2.46 5.46 1.61 -0.3572
H 1.85 5.38 3.12 -0.0193
H 2.59 7.59 3.69 0.3650
H 3.21 8.07 2.19 0.3535
H 4.01 6.70 2.92 0.3642
H -1.07 7.54 0.67 0.3644
H -1.58 7.51 2.30 0.4375
H -2.35 6.40 1.38 0.2263
O -2.20 5.06 -6.88 -0.5689
C -2.47 4.31 -7.86 0.7199
O -2.66 2.91 -7.84 -0.4119
C -2.77 2.26 -6.56 -0.1993
C -1.46 1.59 -6.14 -0.8772
C -2.96 4.88 -9.19 -0.9538
H -3.58 1.54 -6.58 0.2753
H -3.08 3.04 -5.86 0.2853
H -1.01 1.07 -6.99 0.4585
H -1.75 0.91 -5.34 0.0274
H -0.65 2.28 -5.93 0.3552
H -3.31 5.89 -8.96 0.3093
H -3.81 4.26 -9.47 0.3039
H -2.09 5.02 -9.84 0.2724
O -2.08 2.24 1.73 0.0622
C -3.22 2.14 2.27 0.8250
O -3.41 1.40 3.38 -0.3584
C -2.44 0.67 4.09 0.4533
C -2.80 -0.82 3.90 -0.9205
C -4.47 2.91 1.78 -0.4576
H -2.47 0.92 5.15 0.3964
H -1.45 0.81 3.64 -0.4098
H -2.48 -1.25 2.95 0.1340
H -3.89 -0.91 3.97 0.2306
H -2.36 -1.39 4.72 0.3604
H -4.23 3.97 1.89 0.2150
H -5.45 2.70 2.23 0.1579
H -4.51 2.64 0.73 -0.0378
F 7.51 3.02 -2.96 -0.3563
C 6.39 2.24 -2.95 0.3047
C 5.47 2.22 -4.03 -0.6199
C 4.39 1.36 -3.96 -0.4811
C 4.13 0.64 -2.85 -0.7146
C 5.04 0.56 -1.80 -0.1421
C 6.20 1.33 -1.92 -0.7926
H 5.64 2.82 -4.91 0.4369
H 3.68 1.24 -4.76 0.4428
H 3.20 0.08 -2.89 0.5897
H 4.72 -0.06 -0.97 0.9043
H 6.87 1.34 -1.07 0.3355
F -5.87 -9.24 0.75 -0.2911
C -5.27 -8.13 0.34 0.2553
C -3.88 -8.11 0.40 -0.1681
C -3.11 -7.01 0.05 -0.6423
C -3.83 -5.84 -0.38 -0.4221
C -5.23 -5.82 -0.50 -0.5381
C -5.97 -6.93 -0.09 -0.3494
H -3.38 -9.06 0.54 0.3415
H -2.04 -7.09 0.02 0.4559
H -3.40 -4.95 -0.82 0.5048
H -5.68 -4.90 -0.84 0.4617
H -7.04 -6.87 -0.01 0.3917
F -3.37 -2.18 -4.97 -0.3537
C -3.67 -1.24 -4.01 0.2346
C -2.76 -0.81 -3.07 -0.1653
C -3.18 0.06 -2.07 -0.0345
C -4.51 0.45 -2.01 -0.0889
C -5.47 0.09 -2.90 -1.0001
C -5.04 -0.77 -3.97 -0.6414
H -1.72 -1.10 -3.13 0.1644
H -2.49 0.45 -1.33 0.5607
H -4.86 0.99 -1.14 0.2489
H -6.54 0.19 -2.79 0.4386
H -5.72 -1.13 -4.73 0.4937
F -5.71 -0.72 1.40 -0.0999
C -6.69 -1.02 2.24 0.5147
C -6.62 -2.34 2.82 -0.4121
C -7.71 -2.74 3.63 -0.4841
C -8.76 -1.81 3.81 -0.6212
C -8.62 -0.52 3.43 -0.4375
C -7.63 -0.11 2.56 -0.3350
H -5.73 -2.96 2.75 0.5047
H -7.78 -3.74 4.02 0.3855
H -9.56 -1.98 4.50 0.3327
H -9.35 0.26 3.63 0.3637
H -7.42 0.90 2.26 0.2855
F 1.17 -6.68 2.65 -0.3424
C 1.33 -5.79 3.61 0.4429
C 0.24 -5.11 4.06 -0.3538
C 0.45 -4.16 5.05 -0.4771
C 1.69 -3.92 5.56 -0.4028
C 2.76 -4.62 5.15 -0.5924
C 2.59 -5.54 4.12 -0.5405
H -0.70 -5.38 3.62 0.5298
H -0.28 -3.50 5.48 0.3227
H 1.86 -3.14 6.28 0.4126
H 3.69 -4.31 5.61 0.5650
H 3.50 -6.05 3.82 0.4403
```

Summary:
- Charge: 0
- E_HOMO (spin up / spin down): -8.334 / -7.975 eV
- Spin multiplicity: 6
- Expectation value of S²: 8.7619
- Orbital gap (spin up / spin down): 8.2 / 7.9 eV
- LUMO energy (spin up / spin down): -0.098 / -0.118 eV
- Molar mass: 1261.224 Da

---

C62H120AlF6O21S2 | wB97M-V/def2-TZVPD

```
212
Properties=species:S:1:pos:R:3:mulliken_charge:R:1
Al 4.44 0.84 0.13 1.2098
C -0.54 -0.34 0.56 -1.1074
F -1.10 -1.28 -0.22 0.1991
F -1.49 0.54 0.93 0.3622
F 0.07 -0.88 1.63 0.2036
S 0.82 0.54 -0.52 0.5474
O 0.19 0.85 -1.77 -0.3677
O 1.45 1.67 0.16 0.3486
O 1.87 -0.47 -0.71 -0.9688
C 1.06 1.59 3.79 0.1135
F 0.34 0.61 4.35 0.0261
F 0.53 1.98 2.59 0.1064
F 1.17 2.61 4.69 -0.1742
S 2.82 0.86 3.35 0.8173
O 2.70 -0.30 2.45 -0.5173
O 3.40 1.92 2.53 -0.3786
O 3.52 0.58 4.62 -0.5822
C 3.82 -4.33 0.58 -0.0230
C 5.31 -4.29 0.48 -0.9722
C 5.44 -2.96 -0.13 0.3459
O 4.39 -2.19 0.37 0.3029
C 3.45 -2.99 1.07 0.4408
H 3.41 -5.09 1.23 0.5197
H 3.43 -4.52 -0.42 -0.2123
H 5.66 -5.12 -0.14 0.4307
H 5.76 -4.34 1.47 0.2966
H 5.28 -3.08 -1.21 -0.6290
H 6.42 -2.48 -0.08 0.4546
H 2.45 -2.68 0.77 -1.0634
H 3.59 -2.98 2.15 0.6643
C -7.51 -1.33 0.22 -0.7119
C -6.53 -0.88 1.27 0.8437
C -6.67 -1.88 2.45 -0.2418
O -7.09 -3.10 1.73 -0.5138
C -7.53 -2.87 0.37 -0.3073
H -7.28 -1.04 -0.80 0.2491
H -8.52 -0.96 0.42 0.3745
H -6.79 0.11 1.63 0.3410
H -5.50 -0.89 0.92 -0.7249
H -7.39 -1.55 3.20 0.3690
H -5.71 -2.01 2.95 -0.0656
H -8.48 -3.37 0.19 0.3618
H -6.74 -3.29 -0.24 0.1090
C 1.49 -3.99 4.82 0.5631
C 2.01 -2.82 5.66 0.6176
C 3.52 -2.96 5.60 -0.6720
O 3.78 -3.72 4.44 -0.4084
C 2.78 -4.74 4.32 -0.3739
H 0.90 -3.61 3.98 -0.9149
H 0.83 -4.67 5.36 0.5763
H 1.74 -2.80 6.71 0.2166
H 1.69 -1.89 5.21 -0.6374
H 4.00 -3.38 6.48 0.3113
H 4.09 -2.04 5.52 0.2956
H 3.05 -5.58 4.96 0.3553
H 2.68 -5.17 3.32 0.1473
C -3.36 0.95 3.94 0.3011
C -3.96 1.63 2.79 0.7695
C -3.34 3.03 2.85 -0.0670
O -3.42 3.29 4.24 -0.4906
C -3.01 2.14 4.90 -0.5883
H -2.46 0.38 3.69 -0.5463
H -4.03 0.20 4.37 0.3823
H -5.04 1.72 2.92 0.2416
H -3.75 1.16 1.82 -0.8074
H -3.91 3.76 2.28 0.3860
H -2.31 3.12 2.51 -0.0933
H -3.65 2.00 5.78 0.4187
H -1.96 2.16 5.16 0.1208
C 2.79 5.95 0.22 -0.5921
C 4.27 6.02 -0.07 -0.6891
C 4.79 4.70 0.57 -0.6577
O 3.75 3.80 0.21 0.0001
C 2.45 4.43 0.20 1.0622
H 2.13 6.54 -0.43 0.4246
H 2.60 6.35 1.21 0.3295
H 4.78 6.90 0.31 0.4828
H 4.52 5.99 -1.13 0.1998
H 4.91 4.83 1.64 0.3357
H 5.77 4.39 0.20 0.3894
H 1.79 4.18 1.03 -0.6852
H 1.92 4.21 -0.73 -0.4180
C 0.45 4.05 -6.75 -0.8344
C -0.21 3.24 -5.70 0.8075
C -0.79 2.07 -6.44 0.1656
O -0.07 1.98 -7.67 -0.5124
C 0.90 3.03 -7.76 -0.3281
H 1.24 4.67 -6.32 0.2828
H -0.24 4.75 -7.24 0.3866
H -0.95 3.75 -5.07 0.3504
H 0.53 2.85 -5.00 -0.8109
H -1.83 2.33 -6.67 0.4089
H -0.78 1.15 -5.84 -0.4363
H 1.08 3.38 -8.78 0.4253
H 1.82 2.57 -7.41 -0.0207
C -4.28 -1.67 -2.05 -0.3949
C -3.98 -0.29 -1.60 0.2341
C -3.33 0.38 -2.84 0.7199
O -3.54 -0.51 -3.87 -0.5506
C -3.55 -1.82 -3.32 -0.0916
H -5.34 -1.85 -2.24 0.2502
H -4.01 -2.47 -1.36 -0.0411
H -3.24 -0.39 -0.80 -0.9311
H -4.85 0.29 -1.30 0.6321
H -2.29 0.59 -2.60 -0.4588
H -3.85 1.32 -3.05 0.0870
H -2.54 -2.18 -3.12 -0.2431
H -4.08 -2.51 -3.98 0.5389
C -0.16 5.25 4.61 -0.1497
C -0.19 5.45 3.11 0.9923
C -1.48 6.26 2.90 -0.1798
O -1.38 7.22 3.94 -0.4948
C -0.63 6.64 5.03 -0.6720
H 0.88 5.08 4.92 0.3066
H -0.84 4.46 4.93 -0.2011
H -0.21 4.48 2.61 -0.5391
H 0.72 5.93 2.75 -0.1465
H -2.44 5.75 2.93 0.1386
H -1.41 6.69 1.90 0.3014
H -1.39 6.49 5.80 0.3647
H 0.19 7.30 5.31 0.3017
C -2.77 4.13 -2.32 -0.7828
C -1.38 3.81 -1.91 0.7171
C -1.37 4.32 -0.46 0.4663
O -2.67 4.62 -0.13 -0.5045
C -3.57 3.99 -1.02 -0.2329
H -3.17 3.49 -3.11 0.3462
H -2.90 5.14 -2.71 0.4214
H -0.74 4.33 -2.63 0.2846
H -1.20 2.74 -2.01 -0.8580
H -0.68 5.16 -0.54 0.1780
H -1.01 3.48 0.13 -0.1838
H -4.59 4.35 -1.08 0.4977
H -3.70 2.97 -0.65 -0.1927
C 4.17 3.04 -4.46 -0.9609
C 3.27 1.85 -4.69 1.6601
C 2.64 1.59 -3.39 1.6948
O 3.59 2.11 -2.45 -0.2316
C 4.05 3.32 -2.97 -0.3077
H 3.83 3.86 -5.09 0.3178
H 5.20 2.79 -4.72 0.2954
H 3.81 0.95 -4.99 -0.1031
H 2.54 2.07 -5.48 -1.3319
H 2.52 0.51 -3.27 -0.7652
H 1.63 2.00 -3.32 -0.6410
H 5.03 3.52 -2.53 0.4179
H 3.43 4.17 -2.69 0.1408
C -0.44 -2.02 -5.91 -0.8358
C 0.86 -2.29 -6.68 -0.6854
C 1.54 -0.96 -6.58 -0.6379
O 1.23 -0.56 -5.23 0.5060
C 0.05 -1.25 -4.66 0.5902
H -1.03 -2.90 -5.66 0.5037
H -1.13 -1.43 -6.52 0.4715
H 0.79 -2.62 -7.72 0.4780
H 1.46 -3.01 -6.12 0.0770
H 1.08 -0.22 -7.25 0.3088
H 2.59 -1.00 -6.84 0.3191
H -0.71 -0.59 -4.24 -0.9499
H 0.25 -1.98 -3.87 0.0849
C 3.89 -3.07 -3.74 -0.3008
C 4.90 -2.25 -4.53 -0.4980
C 5.53 -1.42 -3.48 -0.6348
O 4.44 -1.12 -2.56 -0.4115
C 3.34 -2.03 -2.81 2.0405
H 4.35 -3.90 -3.20 0.3401
H 3.11 -3.59 -4.30 0.1425
H 4.40 -1.63 -5.27 -0.1617
H 5.68 -2.76 -5.10 0.5632
H 6.04 -0.60 -3.98 0.5310
H 6.26 -2.03 -2.94 0.3828
H 2.51 -1.44 -3.19 0.0046
H 3.08 -2.40 -1.82 -1.9380
C -0.83 -4.38 -1.67 0.9027
C -0.66 -4.73 -3.08 0.0137
C 0.74 -5.27 -3.15 -0.6536
O 1.46 -4.77 -2.02 -0.4748
C 0.57 -3.89 -1.37 0.7459
H -1.14 -5.26 -1.10 0.4499
H -1.65 -3.68 -1.54 -0.9418
H -0.68 -3.84 -3.72 -0.6117
H -1.43 -5.43 -3.40 0.6420
H 1.23 -4.93 -4.06 0.1974
H 0.71 -6.36 -3.12 0.3781
H 0.82 -2.90 -1.75 -0.7382
H 0.84 -3.89 -0.31 -0.0761
C -1.52 -0.62 6.93 0.3965
C -1.48 -2.04 6.50 1.1169
C -1.31 -2.82 7.83 -0.6985
O -0.76 -1.87 8.74 -0.4551
C -0.62 -0.57 8.17 -0.6073
H -2.54 -0.31 7.18 0.4123
H -1.18 0.10 6.19 -0.6808
H -0.60 -2.23 5.89 -0.9384
H -2.39 -2.29 5.95 0.2155
H -0.59 -3.63 7.67 0.2810
H -2.24 -3.32 8.11 0.3169
H 0.41 -0.43 7.85 0.2516
H -0.90 0.32 8.74 0.4134
C -2.71 -4.56 1.58 -0.7677
C -1.35 -4.05 2.09 0.9292
C -1.73 -3.32 3.39 0.0158
O -3.13 -2.99 3.23 -0.5000
C -3.65 -3.46 1.96 -0.1747
H -2.96 -5.54 1.98 0.3941
H -2.77 -4.66 0.50 0.1899
H -0.91 -3.30 1.44 -1.0059
H -0.70 -4.91 2.28 0.7826
H -1.26 -2.35 3.51 -0.4037
H -1.60 -4.05 4.19 0.3089
H -3.53 -2.61 1.29 -0.1652
H -4.71 -3.70 1.96 0.4879
```

Summary:
- Charge: +1
- E_HOMO: -10.854 eV
- Spin multiplicity: 1
- Orbital gap: 1.6 eV
- LUMO energy: -9.238 eV
- Molar mass: 1406.725 Da

---

> Among the records above, which one has the lowest charge?

C61H91F5FeNO17

---

> Among the records above, which one has the highest molar mass?

C62H120AlF6O21S2

---

> The highest molar mass belongs to which entry?

C62H120AlF6O21S2